DFT (ωB97M-V/def2-TZVPD) results for a single C20H24FN3O molecule.

Lowest unoccupied orbital energy, eV: 0.557
Strongest force on any atom, eV Å⁻¹: 0.57
SMILES string: Cc1cccc(N2CCN(C(=O)NCc3ccc(F)cc3)CC2)c1C
Electronic energy, Ha: -1115.920558
ΔE to the lowest compared entry with this formula, charge and spin, eV: 0.286

ORCA input file:
```
! wB97M-V def2-TZVPD RIJCOSX def2/J DEFGRID3
* xyz 0 1
C 6.32 0.94 -1.07
C 5.03 1.23 -0.37
C 4.77 2.51 0.08
C 3.60 2.79 0.76
C 2.65 1.80 0.94
C 2.87 0.51 0.46
N 1.92 -0.51 0.62
C 0.92 -0.38 1.67
C -0.01 -1.58 1.61
N -0.79 -1.50 0.39
C -2.12 -1.78 0.44
O -2.64 -2.24 1.44
N -2.82 -1.56 -0.73
C -4.26 -1.72 -0.73
C -4.97 -0.42 -0.43
C -4.95 0.09 0.86
C -5.55 1.30 1.15
C -6.16 2.00 0.13
F -6.75 3.19 0.40
C -6.19 1.52 -1.17
C -5.59 0.31 -1.44
C -0.09 -0.96 -0.76
C 1.41 -1.16 -0.58
C 4.10 0.21 -0.15
C 4.44 -1.20 -0.53
H 6.97 0.33 -0.44
H 6.85 1.87 -1.29
H 6.15 0.40 -2.00
H 5.49 3.30 -0.09
H 3.41 3.79 1.13
H 1.74 2.05 1.46
H 1.44 -0.34 2.63
H 0.31 0.53 1.57
H -0.71 -1.58 2.45
H 0.56 -2.51 1.65
H -2.46 -0.88 -1.38
H -4.49 -2.45 0.04
H -4.57 -2.11 -1.71
H -4.46 -0.48 1.64
H -5.54 1.71 2.15
H -6.68 2.10 -1.94
H -5.61 -0.08 -2.45
H -0.31 0.11 -0.89
H -0.40 -1.49 -1.67
H 1.61 -2.24 -0.54
H 1.93 -0.75 -1.46
H 3.83 -1.90 0.04
H 5.49 -1.40 -0.29
H 4.30 -1.39 -1.59
*
```